C54H72As4F24N10O2 | ωB97M-V/def2-TZVPD

Summary:
Spin multiplicity: 1
Total energy: -384682.693 eV
Charge: +6

Positions of all 166 atoms, in Å:
1 C -2.98649 -8.50701 1.23927
2 C -3.84060 -8.43170 -0.07017
3 O -3.24782 -8.23567 -1.11408
4 N -5.37939 -8.46691 -0.07039
5 H -5.61109 -9.44519 0.02649
6 H -5.68222 -8.18892 0.85217
7 C -6.06414 -7.52167 -1.11768
8 H -2.72313 -7.58687 1.76091
9 H -2.12429 -9.12687 0.99330
10 H -3.62548 -9.07070 1.91901
11 H -5.50438 -6.64433 -0.79363
12 H -7.14635 -7.43374 -1.02170
13 H -5.77837 -7.85732 -2.11457
14 C -4.37081 -4.24315 8.37137
15 C -4.00847 -3.72698 7.00018
16 O -4.59191 -3.91376 5.94257
17 N -2.64337 -2.93731 6.94668
18 H -2.21198 -3.15233 7.83424
19 H -2.00443 -3.23891 6.22495
20 C -2.85006 -1.39823 6.73975
21 H -4.69267 -3.43901 9.03308
22 H -3.52865 -4.79266 8.79199
23 H -5.16040 -4.97955 8.22186
24 H -3.62820 -1.14232 7.45887
25 H -3.35184 -1.24248 5.78475
26 H -1.89703 -0.88554 6.87001
27 C -5.81190 2.18729 -2.17170
28 N -5.33266 3.58714 -2.21312
29 C -4.84159 4.17253 -3.32477
30 C -4.46634 5.50893 -3.37052
31 C -4.75854 6.32165 -2.22192
32 C -5.25980 5.69731 -1.03213
33 C -5.48851 4.32882 -1.11556
34 C -4.45952 7.80916 -2.16381
35 C -4.87821 8.56017 -3.23888
36 C -4.66526 9.97737 -3.19346
37 N -4.05286 10.56482 -2.18452
38 C -3.73825 9.89853 -1.14101
39 C -3.93836 8.50111 -1.11655
40 C -3.81278 12.04099 -2.17335
41 H -6.74794 2.21802 -2.72938
42 H -6.00158 1.80008 -1.17060
43 H -5.14662 1.48179 -2.66946
44 H -4.88007 3.56863 -4.21933
45 H -4.08188 5.88663 -4.30643
46 H -5.37757 6.31628 -0.15497
47 H -5.84702 3.83005 -0.22725
48 H -5.47385 8.10910 -4.01872
49 H -5.11656 10.55627 -3.98568
50 H -3.17505 10.42937 -0.38774
51 H -3.66836 7.98619 -0.20641
52 H -2.74477 12.18385 -2.00894
53 H -4.20629 12.31203 -1.19366
54 H -4.31311 12.56248 -2.98934
55 C 5.76621 -4.75309 3.41926
56 N 5.60930 -3.46458 4.06558
57 C 4.82342 -2.49953 3.53556
58 C 4.77403 -1.27269 4.19044
59 C 5.54045 -1.06221 5.31503
60 C 6.22057 -2.08818 5.89437
61 C 6.27404 -3.29549 5.21639
62 C 5.74557 0.28544 5.90488
63 C 4.67399 0.98491 6.51861
64 C 4.78153 2.25179 7.01293
65 N 5.94435 2.86239 6.88211
66 C 7.02214 2.38419 6.19680
67 C 6.97211 1.02289 5.76277
68 C 5.91215 4.26015 7.28562
69 H 5.74188 -5.50116 4.21167
70 H 6.80272 -4.77619 3.08282
71 H 4.91415 -5.02982 2.79837
72 H 4.31068 -2.81076 2.63744
73 H 4.21391 -0.44435 3.78239
74 H 6.73899 -1.99577 6.83728
75 H 6.77757 -4.14459 5.65441
76 H 3.74089 0.44150 6.49821
77 H 4.05945 2.77178 7.62500
78 H 7.85090 3.06932 6.09617
79 H 7.90456 0.63640 5.37864
80 H 5.02774 4.72175 6.84645
81 H 6.80109 4.78362 6.93364
82 H 6.03761 4.35085 8.36455
83 C 5.83587 14.05867 0.39762
84 N 5.30839 12.76425 0.07351
85 C 5.43592 12.28737 -1.19138
86 C 4.96486 11.02486 -1.55477
87 C 4.33202 10.17950 -0.59210
88 C 4.04196 10.85083 0.60484
89 C 4.66150 12.03180 0.99940
90 C 4.05805 8.73333 -0.91080
91 C 4.88129 7.72735 -0.25932
92 C 4.58828 6.37807 -0.57772
93 N 3.72087 6.09294 -1.55817
94 C 3.03619 7.03752 -2.21877
95 C 3.11656 8.36044 -1.84368
96 C 3.71894 4.64432 -2.00884
97 H 6.02483 14.59644 -0.53146
98 H 6.77358 13.87485 0.92202
99 H 5.10300 14.59440 1.00096
100 H 5.95302 12.91406 -1.90291
101 H 4.94443 10.64452 -2.56538
102 H 3.41498 10.37013 1.34121
103 H 4.42532 12.41959 1.97932
104 H 5.64322 7.95284 0.47214
105 H 5.04654 5.58112 -0.01091
106 H 2.44044 6.74744 -3.07163
107 H 2.54262 9.17393 -2.26229
108 H 3.90742 4.67277 -3.08204
109 H 2.76405 4.28736 -1.62302
110 H 4.57181 4.17081 -1.52253
111 C -3.66038 -14.91549 -7.28675
112 N -2.97788 -13.58831 -7.15171
113 C -2.47855 -13.24065 -5.93292
114 C -1.91245 -11.99181 -5.75798
115 C -1.90549 -11.07257 -6.82291
116 C -2.37313 -11.49508 -8.09905
117 C -2.85994 -12.81026 -8.23204
118 C -1.32244 -9.71818 -6.60726
119 C -2.08877 -8.59399 -6.89601
120 C -1.50288 -7.33087 -6.71390
121 N -0.23133 -7.18818 -6.18124
122 C 0.53787 -8.26041 -5.88667
123 C 0.00303 -9.48225 -6.16264
124 C 0.34726 -5.86197 -6.02759
125 H -2.88674 -15.67656 -7.38852
126 H -4.25156 -14.81635 -8.19712
127 H -4.15104 -15.05109 -6.32292
128 H -2.57465 -13.94821 -5.12266
129 H -1.49210 -11.56193 -4.86081
130 H -2.43860 -10.92257 -9.01247
131 H -3.34716 -13.16010 -9.13018
132 H -3.11239 -8.57941 -7.24010
133 H -2.10935 -6.47428 -6.96851
134 H 1.56785 -8.18622 -5.57038
135 H 0.56458 -10.40388 -6.20337
136 H 1.30622 -5.90728 -5.51142
137 H -0.43345 -5.45097 -5.38755
138 H 0.38654 -5.37653 -7.00273
139 As -0.16993 5.65264 3.67498
140 F -1.32916 4.29807 3.89459
141 F -0.53785 5.53548 1.92171
142 F 0.99904 6.97773 3.32088
143 F 0.04000 5.87024 5.42106
144 F 1.21835 4.48084 3.53837
145 F -1.47800 6.85418 3.76892
146 As -1.18939 -2.29838 0.21890
147 F -0.81019 -3.12406 1.75433
148 F 0.39301 -1.44521 0.18037
149 F -1.59851 -1.25039 -1.24797
150 F -2.71528 -3.15025 0.10209
151 F -1.99833 -0.92823 1.13244
152 F -0.28932 -3.57830 -0.74161
153 As 1.01984 -7.91772 7.40476
154 F 0.50899 -6.89925 8.80429
155 F 0.99962 -6.41372 6.38512
156 F 1.55407 -8.84198 6.04420
157 F 1.12837 -9.38110 8.38214
158 F -0.69181 -8.24535 6.92683
159 F 2.84854 -7.66813 7.66102
160 As -0.28057 1.94986 -8.27417
161 F -0.39118 0.46108 -9.42967
162 F -0.76867 0.95110 -6.92530
163 F -0.13122 3.35165 -7.21119
164 F 0.25585 2.95271 -9.67272
165 F -1.93282 2.44122 -8.72715
166 F 1.44431 1.78307 -7.86053

Atoms 1-6, force components in eV/Å:
-2.4 -1.5 -0.3
4.1 2.2 -1.6
-2.6 -0.8 1.6
0.0 0.1 0.4
-0.5 -0.9 -1.1
-0.1 0.8 0.6

Here are the Mulliken charges for atoms 1 to 99, given in e:
1. C -0.94
2. C 0.54
3. O -0.43
4. N -0.23
5. H 0.37
6. H 0.39
7. C -0.63
8. H 0.33
9. H 0.30
10. H 0.36
11. H 0.34
12. H 0.33
13. H 0.28
14. C -1.05
15. C 0.59
16. O -0.44
17. N -0.19
18. H 0.39
19. H 0.35
20. C -0.77
21. H 0.34
22. H 0.44
23. H 0.31
24. H 0.35
25. H 0.36
26. H 0.33
27. C -0.87
28. N 0.05
29. C -0.25
30. C -0.68
31. C 0.61
32. C -0.78
33. C -0.21
34. C 0.93
35. C -0.73
36. C -0.25
37. N -0.03
38. C -0.21
39. C -0.77
40. C -0.85
41. H 0.41
42. H 0.30
43. H 0.36
44. H 0.50
45. H 0.53
46. H 0.53
47. H 0.36
48. H 0.50
49. H 0.37
50. H 0.53
51. H 0.58
52. H 0.34
53. H 0.41
54. H 0.30
55. C -0.95
56. N 0.04
57. C -0.42
58. C -0.54
59. C 0.56
60. C -0.51
61. C -0.28
62. C 0.59
63. C -0.57
64. C -0.31
65. N -0.01
66. C -0.09
67. C -0.70
68. C -1.06
69. H 0.39
70. H 0.38
71. H 0.32
72. H 0.52
73. H 0.55
74. H 0.54
75. H 0.44
76. H 0.50
77. H 0.56
78. H 0.42
79. H 0.47
80. H 0.46
81. H 0.34
82. H 0.36
83. C -0.86
84. N 0.07
85. C -0.17
86. C -0.62
87. C 0.29
88. C -0.57
89. C -0.16
90. C 0.56
91. C -0.72
92. C -0.07
93. N 0.04
94. C -0.45
95. C -0.34
96. C -0.90
97. H 0.31
98. H 0.36
99. H 0.35